1.
An isolated molecule of C3H3N3O2 at a distorted geometry, computed with wB97M-V/def2-TZVPD.

```
11
Properties=species:S:1:pos:R:3:forces:R:3
C -1.602 -0.366 -0.109 4.9 -3.4 0.0
C -0.274 0.043 0.138 -0.6 -0.6 0.8
C 1.939 0.088 -0.075 5.7 0.0 0.6
H -2.484 1.188 0.018 0.1 2.5 0.5
H -1.610 -1.531 -0.349 -0.8 2.6 0.7
H 0.974 -1.683 0.315 0.3 -3.1 -0.5
N 0.923 -0.740 0.417 -0.9 4.0 -1.8
N 1.474 1.503 0.023 -2.8 -3.2 0.2
N 0.209 1.344 0.177 -0.4 2.4 -0.8
O -2.706 0.316 -0.211 -0.7 -1.3 -0.5
O 3.156 -0.162 -0.343 -5.0 0.3 0.8
```
Forces are in eV/Å.

- SMILES string = O=C1N=N/C(=C\O)N1
- charge = 0
- HOMO level (eV) = -9.1484

=====

2.
An isolated molecule of C3H3N3O2 at a distorted geometry, computed with wB97M-V/def2-TZVPD.

```
11
Properties=species:S:1:pos:R:3:forces:R:3
C -1.492 -0.156 -0.140 -3.7 1.0 0.2
C 0.375 -0.749 -1.045 -1.6 -0.6 -4.3
C 1.845 0.492 0.639 0.6 -1.9 0.3
H -2.788 0.736 0.947 0.1 0.7 1.6
H 1.084 -0.971 -1.968 -1.1 0.3 2.9
H 1.477 1.192 1.501 0.7 -0.9 -1.7
N -2.744 0.132 0.176 3.7 -1.9 -3.0
N -0.925 -0.689 -1.300 1.0 -0.3 0.6
N 0.624 -0.351 0.205 7.9 0.6 -0.6
O 2.977 0.221 0.292 -3.0 1.0 0.6
O -0.432 0.144 0.694 -4.7 1.9 3.3
```
Forces are in eV/Å.

- SMILES string = [H]/N=c1/ncn(C=O)o1
- charge = 0
- HOMO level (eV) = -9.1336

=====

3.
An isolated molecule of C3H3N3O2 at a distorted geometry, computed with wB97M-V/def2-TZVPD.

```
11
Properties=species:S:1:pos:R:3:forces:R:3
C -0.947 -0.221 0.720 3.7 0.8 -1.1
C -0.511 0.060 -0.653 -2.8 2.0 -0.1
C 0.870 -0.074 -0.881 3.3 -0.7 2.5
H -2.157 0.351 2.373 1.3 -1.1 -4.2
H -1.296 0.657 -1.370 2.3 -1.8 1.6
H 1.415 1.305 -2.354 1.5 -4.4 2.4
N 1.743 -0.684 0.037 -3.8 -0.8 0.3
N 1.132 -1.181 1.148 5.2 0.1 -2.3
N 0.020 -0.809 1.485 -6.4 0.8 1.9
O -2.076 0.235 1.291 -0.3 0.3 2.2
O 1.807 0.360 -1.796 -4.0 4.8 -3.2
```
Forces are in eV/Å.

- SMILES string = Oc1cc(O)nnn1
- charge = 0
- HOMO level (eV) = -9.0401

=====

ΔE to the lowest compared entry with this formula, charge and spin in kJ/mol, matching the order above: 384.0; 445.1; 544.7